Entry 1:
Here is a molecular structure, C41H43CaN7O6S from OMol25. Energies are from ωB97M-V/def2-TZVPD.

Calculated values
Net charge   -2
F_max   0.8 eV/Å
E_HOMO   -0.3 eV
HOMO-LUMO gap   3.749 eV
Energy above the lowest of the compared OMol25 structures with the same formula, charge and spin   5.73 kcal/mol
Calculated total energy   -3498.870431 Eh
M   802.0 g mol⁻¹
LUMO energy   3.48 eV

CARTESIAN COORDINATES (ANGSTROEM)
Ca  0.28  0.08  0.17
N  -0.27  -0.63  -4.26
C  0.16  -0.32  -3.03
N  -0.61  0.19  -2.12
C  -1.92  0.45  -2.37
N  -2.73  0.84  -1.42
N  -2.05  0.97  -0.23
C  -2.79  1.10  0.80
C  -2.18  1.27  2.14
C  -3.00  1.25  3.26
C  -2.42  1.40  4.51
C  -1.05  1.58  4.59
C  -0.31  1.58  3.41
N  -0.85  1.43  2.21
C  -2.43  0.24  -3.72
C  -3.76  0.51  -4.09
C  -4.21  0.17  -5.34
C  -3.35  -0.47  -6.25
C  -2.04  -0.73  -5.91
C  -1.58  -0.36  -4.65
H  0.33  -1.14  -4.89
H  1.20  -0.47  -2.69
H  -3.88  1.08  0.73
H  -4.07  1.10  3.16
H  -3.02  1.37  5.41
H  -0.54  1.70  5.53
H  0.77  1.69  3.42
H  -4.40  0.97  -3.35
H  -5.23  0.37  -5.63
H  -3.73  -0.83  -7.20
H  -1.41  -1.28  -6.59
C  -1.04  -4.79  6.44
O  -1.38  -4.23  5.20
C  -0.45  -3.41  4.61
C  0.79  -3.11  5.19
C  1.63  -2.26  4.49
C  1.30  -1.69  3.26
C  2.23  -0.68  2.72
C  3.64  -0.55  3.25
O  1.87  0.13  1.88
C  0.04  -2.03  2.64
O  -0.32  -1.63  1.48
C  -0.81  -2.89  3.38
H  -1.90  -5.40  6.74
H  -0.87  -4.02  7.20
H  -0.16  -5.43  6.37
H  1.09  -3.51  6.14
H  2.58  -2.01  4.94
H  3.64  -0.07  4.23
H  4.20  0.06  2.54
H  4.13  -1.52  3.35
H  -1.76  -3.16  2.95
N  -1.11  -2.80  -1.18
C  -1.50  -3.21  -2.44
C  -0.56  -3.78  -3.30
C  -0.89  -4.11  -4.60
C  -2.17  -3.89  -5.09
C  -3.12  -3.35  -4.23
C  -2.80  -3.00  -2.93
S  -2.58  -4.29  -6.79
O  -3.16  -3.06  -7.33
O  -1.30  -4.65  -7.39
O  -3.54  -5.38  -6.71
H  -0.30  -3.22  -0.75
H  -1.81  -2.54  -0.51
H  0.46  -3.93  -2.95
H  -0.15  -4.53  -5.27
H  -4.12  -3.17  -4.59
H  -3.54  -2.54  -2.29
C  2.74  2.72  -2.61
C  2.92  2.81  -1.09
C  1.54  2.99  -0.44
C  3.77  1.67  -0.57
C  4.97  1.98  0.03
C  5.90  1.03  0.45
C  5.59  -0.30  0.16
C  4.41  -0.70  -0.42
C  4.20  -2.18  -0.71
C  3.17  -2.84  0.20
C  3.87  -2.46  -2.18
C  3.34  0.26  -0.73
N  2.13  -0.07  -1.07
H  2.12  3.55  -2.99
H  2.25  1.78  -2.85
H  3.70  2.75  -3.12
H  3.49  3.73  -0.88
H  0.91  2.17  -0.78
H  1.06  3.92  -0.75
H  1.61  2.98  0.65
H  5.21  3.04  0.16
H  6.84  1.30  0.91
H  6.32  -1.08  0.41
H  5.17  -2.67  -0.50
H  2.21  -2.33  0.10
H  3.48  -2.80  1.25
H  3.03  -3.90  -0.05
H  2.91  -1.99  -2.41
H  3.80  -3.53  -2.37
H  4.63  -2.03  -2.84

***

Entry 2:
Here is a molecular structure, C34H54BrF16IN2O8P2S from OMol25. Energies are from ωB97M-V/def2-TZVPD.

Calculated values
Net charge   0
F_max   1.1 eV/Å
E_HOMO   -9.0 eV
HOMO-LUMO gap   9.147 eV
Calculated total energy   -7589.840814 Eh
M   1223.6 g mol⁻¹
LUMO energy   0.11 eV

CARTESIAN COORDINATES (ANGSTROEM)
C  3.40  -1.16  3.85
C  4.27  -2.43  3.79
C  5.71  -2.18  4.26
C  6.83  -2.74  3.38
C  6.75  -2.33  1.91
C  6.34  -0.87  1.78
C  6.71  -0.18  0.47
C  5.74  0.92  0.01
C  5.95  2.24  0.74
C  5.55  2.09  2.23
C  4.68  3.23  2.76
C  4.54  3.09  4.29
C  3.25  3.64  4.96
C  2.28  4.41  4.06
C  1.24  3.62  3.22
C  -0.20  3.79  3.71
I  -0.70  5.94  3.69
O  -1.19  3.05  3.06
C  -1.12  2.76  1.67
C  -1.21  3.99  0.77
C  -2.38  1.90  1.31
Br  -1.81  0.05  0.79
O  -3.25  1.86  2.37
C  -4.60  1.43  2.08
C  -5.13  0.43  3.12
C  -6.29  -0.38  2.55
S  -5.97  -1.45  1.12
C  -4.87  -2.62  1.75
N  -4.17  -2.62  2.84
N  -3.47  -3.82  2.84
C  -3.79  -4.43  1.76
O  -4.68  -3.75  1.01
P  -0.52  3.33  5.52
P  -0.50  1.13  5.71
O  -1.56  0.81  6.66
O  0.92  0.60  6.24
O  -0.74  0.41  4.30
H  3.07  -0.87  2.85
H  2.52  -1.30  4.45
H  3.97  -0.31  4.25
H  4.25  -2.83  2.78
H  3.81  -3.16  4.45
H  5.87  -1.12  4.44
H  5.82  -2.66  5.24
H  7.76  -2.33  3.80
H  6.90  -3.83  3.49
H  5.96  -2.93  1.44
H  7.70  -2.53  1.42
H  6.81  -0.31  2.60
H  5.26  -0.77  1.94
H  7.73  0.21  0.53
H  6.72  -0.93  -0.33
H  4.70  0.60  0.12
H  5.93  1.07  -1.05
H  5.41  3.06  0.27
H  7.01  2.48  0.66
H  6.44  1.97  2.86
H  4.94  1.19  2.30
H  5.19  4.16  2.52
H  3.72  3.16  2.26
H  5.42  3.52  4.76
H  4.61  2.01  4.50
H  3.56  4.33  5.75
H  2.74  2.83  5.48
H  2.85  5.04  3.37
H  1.73  5.11  4.70
H  1.48  2.55  3.23
H  1.34  3.93  2.18
H  -0.25  2.15  1.42
H  -1.22  3.68  -0.27
H  -2.16  4.48  0.97
H  -0.43  4.72  0.96
H  -2.89  2.33  0.45
H  -4.66  1.00  1.08
H  -5.20  2.34  2.14
H  -5.54  1.02  3.95
H  -4.33  -0.17  3.53
H  -6.80  -0.97  3.31
H  -7.02  0.33  2.15
H  -3.44  -5.39  1.43
H  0.69  3.69  6.15
H  1.53  0.41  5.51
H  -0.29  0.81  3.55
C  -3.45  -3.07  -4.27
C  -4.58  -2.55  -3.38
C  -4.96  -3.38  -2.15
F  -5.43  -4.59  -2.50
F  -5.94  -2.73  -1.48
F  -5.68  -2.31  -4.13
F  -4.15  -1.35  -2.89
O  -3.82  -3.76  -5.45
C  -4.03  -5.11  -5.48
C  -5.46  -5.44  -5.91
F  -6.35  -4.92  -5.04
F  -5.61  -6.78  -5.91
F  -3.72  -5.69  -4.31
F  -3.21  -5.63  -6.42
H  -2.94  -2.18  -4.63
H  -2.70  -3.63  -3.70
H  -4.11  -3.49  -1.48
H  -5.66  -5.05  -6.91
C  -2.82  -1.02  -8.49
C  -1.84  -0.65  -7.36
C  -2.29  0.43  -6.37
F  -2.45  1.61  -6.98
F  -1.33  0.57  -5.42
F  -0.64  -0.34  -7.87
F  -1.70  -1.79  -6.61
O  -2.57  -0.45  -9.76
C  -3.10  0.76  -10.13
C  -2.00  1.78  -10.46
F  -1.23  2.00  -9.37
F  -2.58  2.95  -10.81
F  -3.96  1.24  -9.21
F  -3.80  0.56  -11.27
H  -2.66  -2.09  -8.65
H  -3.85  -0.90  -8.18
H  -3.22  0.14  -5.87
H  -1.39  1.41  -11.28

***

Entry 3:
Here is 2 unconnected molecules or ions with the total composition C4H5NO from OMol25. Energies are from ωB97M-V/def2-TZVPD.

Calculated values
Net charge   0
F_max   2.9 eV/Å
E_HOMO   -8.4 eV
HOMO-LUMO gap   9.214 eV
Energy above the lowest of the compared OMol25 structures with the same formula, charge and spin   72.27 kcal/mol
Calculated total energy   -285.299419 Eh
M   83.1 g mol⁻¹
SMILES   C=C=N.C=C=O
LUMO energy   0.78 eV

CARTESIAN COORDINATES (ANGSTROEM)
C  2.27  0.43  1.40
C  -1.95  -0.25  -1.12
C  -2.62  -0.49  -2.19
C  1.17  -0.26  1.42
N  3.32  1.02  1.21
O  -1.33  -0.07  -0.14
H  -2.82  -1.53  -2.17
H  -3.11  0.06  -2.92
H  3.66  1.97  1.44
H  0.96  -0.81  2.42
H  0.45  -0.07  0.64

***

Entry 4:
Here is 2 unconnected molecules or ions with the total composition C3H12N2OS from OMol25. Energies are from ωB97M-V/def2-TZVPD.

Calculated values
Net charge   0
F_max   4.5 eV/Å
E_HOMO   -8.7 eV
HOMO-LUMO gap   9.488 eV
Energy above the lowest of the compared OMol25 structures with the same formula, charge and spin   56.45 kcal/mol
Calculated total energy   -704.348280 Eh
M   124.2 g mol⁻¹
SMILES   NC[C@@H](N)CS.O
LUMO energy   0.81 eV

CARTESIAN COORDINATES (ANGSTROEM)
N  0.58  -0.86  1.70
C  0.71  -0.95  0.20
C  -0.61  -1.11  -0.48
S  -2.12  -1.50  0.61
C  1.48  0.45  -0.14
N  0.85  1.38  -1.07
H  0.85  0.06  2.16
H  -2.27  -2.55  -0.27
H  0.80  -1.63  2.28
H  1.22  -1.92  -0.19
H  -0.65  -1.76  -1.29
H  -0.88  -0.10  -0.88
H  1.71  0.95  0.97
H  2.46  0.06  -0.59
H  0.12  1.98  -0.76
H  1.45  1.80  -1.75
H  -1.54  2.42  -0.75
H  -2.29  1.22  0.11
O  -1.86  2.05  0.17

***

Entry 5:
Here is a molecular structure, C28H31IrN3O9PS3 from OMol25. Energies are from ωB97M-V/def2-TZVPD.

Calculated values
Net charge   -1
Spin multiplicity   6
F_max   0.7 eV/Å
E_HOMO (alpha / beta)   -2.9 / -5.4 eV
HOMO-LUMO gap (alpha / beta)   5.418 / 5.291 eV
Energy above the lowest of the compared OMol25 structures with the same formula, charge and spin   9.59 kcal/mol
Calculated total energy   -3567.313049 Eh
M   873.0 g mol⁻¹
LUMO energy (alpha / beta)   2.49 / -0.15 eV

CARTESIAN COORDINATES (ANGSTROEM)
Ir  -1.78  -0.95  0.08
O  -1.09  3.30  1.42
C  -1.35  3.84  0.21
C  -1.28  5.23  0.12
C  -1.53  5.88  -1.07
C  -1.88  5.15  -2.20
C  -1.95  3.78  -2.13
C  -1.67  3.10  -0.94
C  -1.71  1.63  -0.91
O  -1.36  1.03  0.20
N  -2.05  0.95  -1.99
N  -2.07  -0.36  -1.75
C  -2.16  -1.20  -2.88
C  -2.04  -2.57  -2.81
C  -2.08  -3.30  -4.05
C  -1.94  -4.65  -4.12
C  -1.73  -5.39  -2.94
C  -1.69  -4.73  -1.72
C  -1.85  -3.35  -1.61
O  -1.84  -2.87  -0.37
H  -1.20  2.33  1.38
H  -1.02  5.78  1.02
H  -1.47  6.96  -1.11
H  -2.09  5.66  -3.14
H  -2.21  3.19  -2.99
H  -2.30  -0.69  -3.82
H  -2.22  -2.72  -4.96
H  -1.97  -5.16  -5.07
H  -1.61  -6.46  -2.98
H  -1.54  -5.28  -0.79
C  -4.37  -1.20  1.48
O  -3.78  -0.65  0.32
H  -3.98  -0.73  2.39
H  -4.20  -2.28  1.54
H  -5.45  -1.02  1.45
C  3.74  -1.03  1.20
C  3.43  0.40  0.79
C  2.07  0.86  1.28
O  3.53  0.64  -0.65
P  3.16  -0.31  -1.87
S  4.31  -1.85  -2.14
S  1.32  -1.09  -1.65
O  3.29  0.69  -3.08
C  2.80  2.05  -3.20
C  3.87  3.00  -2.72
C  1.46  2.28  -2.53
H  3.78  -1.06  2.29
H  4.71  -1.35  0.80
H  2.98  -1.72  0.87
H  4.20  1.06  1.19
H  1.27  0.23  0.86
H  1.87  1.90  0.99
H  2.02  0.79  2.36
H  2.67  2.16  -4.28
H  4.01  2.90  -1.64
H  3.58  4.03  -2.94
H  4.82  2.79  -3.21
H  1.53  2.17  -1.45
H  0.70  1.61  -2.91
H  1.14  3.31  -2.74
O  -1.61  0.64  2.99
C  -1.13  -0.47  3.02
N  -1.25  -1.43  2.05
S  -0.42  -2.82  2.39
O  -1.30  -3.93  2.60
O  0.69  -2.98  1.49
C  0.18  -2.24  3.95
C  0.99  -2.90  4.86
C  1.32  -2.21  6.02
C  0.86  -0.91  6.24
C  0.04  -0.28  5.32
C  -0.29  -0.97  4.16
H  1.34  -3.90  4.68
H  1.96  -2.68  6.76
H  1.14  -0.40  7.15
H  -0.33  0.73  5.47

***

Entry 6:
Here is 5 unconnected molecules or ions with the total composition C21H52N7O6 from OMol25. Energies are from ωB97M-V/def2-TZVPD.

Calculated values
Net charge   -1
F_max   5.7 eV/Å
E_HOMO   -3.3 eV
HOMO-LUMO gap   5.431 eV
Calculated total energy   -1665.823128 Eh
M   498.7 g mol⁻¹
LUMO energy   2.10 eV

CARTESIAN COORDINATES (ANGSTROEM)
C  0.57  1.31  0.66
N  1.71  1.14  -0.29
C  1.29  0.58  -1.62
C  2.86  0.42  0.30
O  3.89  1.11  0.56
C  2.94  -1.16  0.61
N  1.69  -1.77  1.11
O  0.76  -1.95  0.12
C  1.07  -3.13  -0.69
N  1.52  -3.76  -1.63
H  0.12  0.34  1.06
H  -0.25  1.96  0.20
H  0.99  1.87  1.58
H  2.09  -0.18  -1.95
H  1.04  1.36  -2.41
H  0.31  -0.01  -1.42
H  3.72  -1.28  1.45
H  3.39  -1.66  -0.32
C  -1.02  -4.61  5.15
C  0.15  -4.33  6.10
C  1.36  -3.67  5.40
O  2.14  -4.56  4.61
C  1.62  -4.81  3.32
N  0.53  -5.59  6.77
H  -0.85  -5.48  4.52
H  -1.93  -4.81  5.73
H  -1.21  -3.75  4.51
H  -0.21  -3.64  6.86
H  2.04  -3.31  6.18
H  1.06  -2.80  4.82
H  1.11  -3.93  2.90
H  0.93  -5.66  3.35
H  2.44  -5.08  2.66
H  1.24  -5.38  7.47
H  1.03  -6.16  6.08
C  1.05  6.73  -3.44
C  1.81  5.57  -2.80
C  2.55  4.68  -3.82
O  1.70  3.79  -4.54
C  1.03  4.39  -5.64
N  0.88  4.79  -1.97
H  0.11  6.41  -3.91
H  0.79  7.47  -2.68
H  1.66  7.23  -4.19
H  2.57  6.01  -2.14
H  3.24  4.04  -3.26
H  3.16  5.28  -4.50
H  1.64  5.15  -6.13
H  0.08  4.81  -5.32
H  0.81  3.60  -6.37
H  1.41  4.08  -1.47
H  0.29  4.25  -2.61
C  -0.65  -7.70  1.70
C  0.41  -8.71  2.15
C  0.41  -10.01  1.33
O  -0.65  -10.91  1.64
C  -1.88  -10.60  1.03
N  0.24  -8.97  3.58
H  -1.65  -7.97  2.03
H  -0.43  -6.71  2.11
H  -0.66  -7.61  0.61
H  1.39  -8.23  2.01
H  1.34  -10.55  1.56
H  0.44  -9.81  0.25
H  -1.75  -10.17  0.03
H  -2.46  -9.92  1.66
H  -2.46  -11.52  0.94
H  1.00  -9.56  3.90
H  -0.58  -9.57  3.68
C  -4.86  9.46  -2.50
C  -3.97  8.25  -2.28
C  -2.47  8.59  -2.17
O  -1.84  8.89  -3.41
C  -2.05  10.22  -3.87
N  -4.22  7.27  -3.35
H  -4.83  9.83  -3.52
H  -5.91  9.21  -2.29
H  -4.58  10.28  -1.83
H  -4.27  7.79  -1.33
H  -1.95  7.71  -1.78
H  -2.30  9.40  -1.44
H  -2.10  10.94  -3.04
H  -2.96  10.27  -4.47
H  -1.21  10.49  -4.51
H  -3.70  6.42  -3.15
H  -3.77  7.63  -4.20

***

Entry 7:
Here is a gas-phase ion, C4H11N2 (charge +1) from OMol25. Energies are from ωB97M-V/def2-TZVPD.

Calculated values
Net charge   +1
F_max   5.3 eV/Å
E_HOMO   -15.4 eV
HOMO-LUMO gap   12.042 eV
Energy above the lowest of the compared OMol25 structures with the same formula, charge and spin   61.38 kcal/mol
Calculated total energy   -268.207072 Eh
M   87.1 g mol⁻¹
SMILES   [H]/N=C/[C@H](C)[NH2+]C
LUMO energy   -3.33 eV

CARTESIAN COORDINATES (ANGSTROEM)
C  -1.80  0.08  0.37
C  0.05  1.82  -0.24
C  1.63  -1.37  0.20
C  -0.12  0.52  0.42
N  -1.95  -0.98  -0.29
N  0.54  -0.57  -0.36
H  -2.34  1.00  0.54
H  -0.77  2.15  -0.88
H  0.13  2.60  0.59
H  0.98  1.70  -0.86
H  1.29  -1.47  1.30
H  1.67  -2.42  -0.04
H  2.61  -0.83  0.14
H  0.32  0.42  1.46
H  -2.91  -1.07  -0.55
H  0.95  -0.31  -1.22
H  -0.28  -1.26  -0.58

***

> What is the formula in the third record?

C4H5NO